Computed, not measured: C5H10N2O in the gas phase, with ωB97M-V/def2-TZVPD.

XYZ file:
```
18
Properties=species:S:1:pos:R:3:forces:R:3:lowdin_charge:R:1
N -1.859213 0.405337 0.346131 -0.963 -0.768 -0.086 0.054
C -0.661298 0.488030 -0.467791 -0.317 -0.110 -0.267 -0.362
C -0.384543 -0.825323 -1.139285 0.566 0.361 0.134 -0.128
O -0.008322 -1.650658 0.009451 -0.276 -0.533 -0.024 -0.151
C 0.341752 -0.788152 1.134537 0.282 -0.487 0.461 -0.149
C 0.672198 0.483005 0.452436 0.567 0.219 -0.296 -0.369
N 1.885136 0.356178 -0.340080 0.313 -1.167 0.068 0.067
C 0.024147 1.730132 -0.024804 -0.445 1.134 0.509 -0.011
H -2.218176 -0.560734 0.371228 0.265 0.618 0.049 0.096
H -2.607969 0.971560 -0.058492 0.404 -0.067 0.102 0.094
H 0.453759 -0.805121 -1.823812 -0.024 0.066 -0.266 0.107
H -1.261494 -1.267864 -1.598736 -0.103 -0.052 -0.059 0.117
H -0.478012 -0.700245 1.826535 -0.277 -0.070 0.253 0.104
H 1.190058 -1.294232 1.620157 -0.192 0.363 -0.062 0.127
H 2.250984 -0.606245 -0.256507 -0.265 0.665 -0.232 0.097
H 2.586235 0.950030 0.072652 0.187 0.282 0.006 0.082
H 0.655436 2.366288 -0.636477 -0.022 -0.317 -0.039 0.111
H -0.639232 2.295063 0.634934 0.301 -0.138 -0.252 0.113
```
Forces are in eV/Å.

* energy relative to the best compared isomer or geometry (same formula, charge and spin): 376.0 kJ/mol
* maximum force: 0.0257 hartree/bohr



Computed, not measured: C5H14N2 in the gas phase, with ωB97M-V/def2-TZVPD.

XYZ file:
```
21
Properties=species:S:1:pos:R:3:forces:R:3:lowdin_charge:R:1
C 2.139176 -1.345578 0.423259 0.986 1.916 1.187 -0.111
C 1.272948 -0.057689 0.566391 1.851 0.170 -1.576 -0.253
C -0.191525 -0.357342 0.439192 -1.484 1.120 -3.429 -0.436
C -0.894981 -1.126448 1.516573 -1.355 0.864 1.164 -0.074
N -0.988589 0.901576 0.169208 1.740 1.640 2.675 -0.058
C -1.497283 1.310374 -1.093434 -0.360 -1.385 -0.582 -0.353
N -0.568392 1.466466 -2.180577 1.110 -0.279 -0.747 0.006
H 1.850096 -2.035107 1.198057 -0.075 -0.630 0.101 0.049
H 3.200830 -0.997178 0.692351 -1.274 -0.921 -0.849 0.094
H 2.030914 -1.768092 -0.575064 0.282 -0.059 0.134 0.070
H 1.686004 0.628311 -0.300576 -1.353 -0.977 1.703 0.139
H 1.500217 0.420386 1.517403 0.032 0.168 0.148 0.101
H -0.265928 -0.885742 -0.555451 -0.077 -0.138 0.963 0.146
H -0.955291 -0.585468 2.525974 0.557 -0.774 -1.344 0.108
H -0.560322 -2.133633 1.594568 0.702 -0.770 0.483 0.052
H -1.955697 -1.235778 1.235951 0.327 0.207 -0.086 0.077
H -0.406861 1.643620 0.593284 -0.722 -0.256 -0.333 0.106
H -2.129851 2.181014 -1.096900 -0.277 0.548 1.131 0.103
H -2.175152 0.491292 -1.288982 -0.322 -0.277 -0.954 0.109
H -0.890379 1.081296 -3.057457 0.026 0.124 0.087 0.059
H -0.199934 2.403717 -2.323770 -0.314 -0.292 0.124 0.066
```
Forces are in eV/Å.

* energy relative to the best compared isomer or geometry (same formula, charge and spin): 127.7 kJ/mol
* maximum force: 0.0759 hartree/bohr



Computed, not measured: 2 unconnected molecules or ions with the total composition C5H12N2, with ωB97M-V/def2-TZVPD.

XYZ file:
```
19
Properties=species:S:1:pos:R:3:forces:R:3:lowdin_charge:R:1
C 0.224893 0.410564 -2.313248 0.111 -0.088 0.266 -0.131
C -0.029751 -0.463734 -1.112722 1.538 -0.923 -0.858 -0.217
C 0.948736 -0.735441 -0.192394 -1.237 1.367 -0.281 -0.487
N 0.657263 -1.513036 0.910352 -1.190 -0.707 0.421 0.089
N 2.145982 -0.043949 -0.146601 -0.263 -0.083 -0.008 0.124
H -0.647318 0.419734 -2.962592 -0.024 0.104 -0.023 0.064
H 0.439106 1.437504 -2.011150 -0.016 0.123 -0.092 0.067
H 1.066248 0.059995 -2.917470 0.099 0.019 -0.141 0.064
H -0.769219 -1.238768 -1.261323 -0.312 0.083 0.379 0.099
H 1.144852 -1.250561 1.755592 -0.006 0.036 -0.059 0.087
H -0.375872 -1.504153 1.088440 1.589 -0.132 -0.129 0.079
H 2.458705 0.340240 -1.026767 0.186 -0.188 0.269 0.083
H 2.842251 -0.394870 0.492269 0.083 0.096 -0.303 0.090
C -1.887053 0.236136 1.245113 0.410 0.051 -2.223 -0.119
C -1.512241 1.246903 2.012137 0.358 -0.035 0.134 -0.085
H -2.650256 -0.452887 1.591728 0.077 -0.155 0.004 0.045
H -1.430680 0.102627 0.135417 -1.226 0.422 2.776 0.063
H -1.837605 1.366614 3.038086 -0.268 0.009 -0.022 0.040
H -0.788040 1.977082 1.675133 0.090 0.001 -0.110 0.043
```
Forces are in eV/Å.

* energy relative to the best compared isomer or geometry (same formula, charge and spin): 210.4 kJ/mol
* maximum force: 0.0596 hartree/bohr



Computed, not measured: a molecular structure, C14H15N3O3, with ωB97M-V/def2-TZVPD.

XYZ file:
```
35
Properties=species:S:1:pos:R:3:forces:R:3:lowdin_charge:R:1
C -2.593139 -2.789476 0.554058 1.669 -1.171 -4.502 0.077
H -3.157863 -3.580574 0.107150 -0.122 -0.791 -0.191 0.088
O -1.270814 -2.894628 -0.248890 -10.743 -6.522 -0.863 0.038
C -0.315748 -2.220926 0.029772 3.232 -2.648 -5.513 -0.589
C -0.282163 -1.429605 0.931063 -1.838 11.864 15.056 -0.053
C 0.782668 -0.580226 1.310005 -0.875 -3.106 -2.024 -0.070
C 1.841544 -0.757387 0.582957 5.663 2.151 -7.200 -0.192
C 1.848266 -1.566991 -0.715646 -7.242 -0.035 7.299 0.042
C 0.691061 -2.333701 -0.864695 6.278 0.529 -2.161 0.043
H 0.730436 -3.147898 -1.558647 -0.635 -0.101 -0.684 0.126
H 2.658358 -1.525355 -1.231135 4.831 -0.229 -3.592 0.030
C 3.016352 0.376716 0.413550 3.158 -6.050 4.139 -0.176
H 4.057127 -0.447147 0.164214 -2.725 2.740 0.764 0.181
H 3.231174 0.769733 1.563855 -0.314 -0.554 -3.166 0.153
C 2.977044 1.438763 -0.607556 0.617 3.872 7.877 -0.130
N 1.829747 2.302659 -0.006919 3.620 -1.864 -3.297 0.112
C 0.625170 1.881194 -0.227165 -2.422 7.355 7.259 -0.358
N -0.255157 2.654636 0.645396 12.983 0.399 0.365 0.155
C -1.397317 2.558270 0.489632 -14.376 0.122 2.772 -0.213
C -2.100898 1.543259 -0.169178 3.230 -2.753 -8.424 -0.130
C -1.301047 0.857993 -1.324931 2.521 10.788 12.167 0.163
C -0.037423 1.255071 -1.100512 2.877 -7.220 -10.733 -0.087
H 0.726497 0.816698 -1.924159 -1.534 0.605 1.492 0.170
H -1.755114 0.209518 -1.752646 -4.888 -7.810 -6.344 0.015
N -3.439292 1.313571 -0.396043 -1.698 -5.336 6.536 -0.198
O -4.069215 1.873351 0.521404 -1.706 0.296 -2.493 0.032
O -3.802400 -0.061591 -0.713137 0.890 5.474 -0.456 -0.115
H -2.076926 3.151982 1.232150 0.926 -0.532 -1.460 0.162
H 1.988479 2.910887 0.767154 0.001 0.158 0.351 0.142
H 3.940374 2.006777 -0.407172 -1.238 -0.384 -0.953 0.142
H 2.841884 1.174976 -1.536587 -0.920 -1.209 -4.931 0.049
H 0.835495 0.202820 1.937188 -0.796 2.256 2.747 0.087
H -1.112436 -1.061427 1.769170 1.063 -2.049 -2.787 0.199
H -3.104211 -1.942466 0.211628 -0.296 1.817 0.089 0.047
H -2.550510 -2.959462 1.554678 0.811 -0.067 2.863 0.058
```
Forces are in eV/Å.

* energy relative to the best compared isomer or geometry (same formula, charge and spin): 1653.2 kJ/mol
* maximum force: 0.3745 hartree/bohr